Here is an isolated molecule of C2H5N3O3 from OMol25. Energies are from ωB97M-V with the def2-TZVPD basis set.

The value obtained for the orbital gap is 8.98 eV. As for the HOMO energy: -8.56 eV. Its energy above the lowest of the compared OMol25 structures with the same formula, charge and spin is 519.0 kJ/mol. The lowest unoccupied orbital energy comes out at 0.0153 hartree. As for the structure (SMILES): O/N=C\N(O)/C=N\O. As for the total energy: -469.003012 Eh.

Geometry as XYZ:
```
13
Properties=species:S:1:pos:R:3:forces:R:3
C 0.6574 0.1660 1.5236 0.56 0.67 1.34
C -0.2091 -1.3417 -0.2109 0.19 0.89 -0.17
H 0.5072 2.3012 0.6210 0.04 0.40 0.50
H 0.9033 -0.7343 2.0943 -0.26 0.20 -0.39
H -0.6349 0.6867 -1.3109 0.34 0.41 0.52
H 0.0941 -2.1715 0.3987 0.05 0.02 0.61
H -1.2705 -1.1929 -3.0330 0.24 0.82 0.74
N 1.0166 1.2506 2.1217 -0.08 -1.62 -0.35
N -0.0318 -0.0566 0.3407 -0.41 -1.49 -1.20
N -0.6526 -1.7555 -1.3428 0.16 1.16 0.17
O 0.8130 2.4632 1.5394 -0.32 0.28 -0.92
O -0.2033 1.0571 -0.4950 -0.29 -0.33 -0.54
O -0.9895 -0.6723 -2.2469 -0.23 -1.40 -0.30
```
Positions in Å, forces in eV/Å.

These are the Löwdin partial charges, in e, on atoms 1 to 2: atom 1 (C): -0.165, atom 2 (C): -0.141

=====

Here is an isolated molecule of C2H5N3OS from OMol25. Energies are from ωB97M-V with the def2-TZVPD basis set.

The value obtained for the orbital gap is 9.23 eV. As for the HOMO energy: -8.70 eV. Its energy above the lowest of the compared OMol25 structures with the same formula, charge and spin is 484.0 kJ/mol. The lowest unoccupied orbital energy comes out at 0.0193 hartree. As for the structure (SMILES): [H]/N=C1/NOCSN1. As for the total energy: -716.756381 Eh.

Geometry as XYZ:
```
12
Properties=species:S:1:pos:R:3:forces:R:3
C 0.9659 -0.3189 -0.0704 -0.90 0.96 1.76
C -1.6310 0.7062 0.3277 -2.02 0.04 -4.62
H 2.7811 -1.4134 -0.1296 -2.43 2.38 0.50
H 1.1884 1.6228 -0.5442 1.26 0.64 -0.59
H -2.6414 0.9291 -0.2638 1.87 0.53 2.14
H -1.5364 0.7790 1.3596 -0.32 0.15 1.92
H 0.4299 -2.0935 -0.3913 -1.79 1.04 2.07
N 2.2154 -0.4654 -0.0651 1.99 -2.11 -1.23
N 0.5799 1.0967 0.0166 1.92 -2.93 1.52
N -0.0349 -1.3579 0.2956 3.17 -0.71 -3.07
O -0.6470 1.5499 -0.2939 -3.68 -0.85 -0.62
S -1.6697 -1.0345 -0.2411 0.92 0.86 0.22
```
Positions in Å, forces in eV/Å.

These are the Löwdin partial charges, in e, on atoms 1 to 2: atom 1 (C): -0.512, atom 2 (C): -0.446